Below is the molecule C4H8O, with properties calculated with ωB97M-V with the def2-TZVPD basis set.

## Properties
- DFT total energy: -232.4016 hartree

```
13
Properties=species:S:1:pos:R:3:forces:R:3
O 2.139 -0.843 0.339 0.001 -0.172 -0.191
C -1.129 -0.739 -0.231 -0.026 -0.204 0.044
C -1.278 0.724 0.065 -0.121 0.176 0.069
C 1.301 0.297 0.424 -0.303 0.273 0.063
C 0.043 0.200 -0.414 0.211 0.056 -0.165
H 1.835 1.171 0.026 0.130 -0.158 0.166
H -1.870 1.348 -0.596 0.069 -0.122 0.076
H -1.591 -1.109 -1.145 0.161 0.046 0.213
H -1.179 -1.440 0.599 0.174 0.180 -0.065
H 1.115 0.509 1.486 -0.250 -0.163 -0.194
H 1.690 -1.496 -0.208 0.056 0.029 0.088
H 0.273 0.390 -1.461 -0.175 0.037 0.073
H -1.348 0.989 1.117 0.072 0.025 -0.176
```
Positions in Å, forces in eV/Å.

natural (NBO) population analysis, charges in e, atoms 1 to 8: atom 1 (O): -0.719, atom 2 (C): -0.427, atom 3 (C): -0.407, atom 4 (C): -0.056, atom 5 (C): -0.269, atom 6 (H): 0.170, atom 7 (H): 0.216, atom 8 (H): 0.216


Below is a cluster of 2 separate species, C21H36FN4O6PS2 in total, with properties calculated with ωB97M-V with the def2-TZVPD basis set.

## Properties
- DFT total energy: -2729.6100 hartree

```
71
Properties=species:S:1:pos:R:3:forces:R:3
S -2.663 1.619 -0.211 -4.890 2.723 2.042
S 3.107 -0.343 2.327 0.229 0.657 0.260
P -1.468 0.155 2.154 0.108 -0.711 1.288
F 1.504 2.161 -3.238 0.581 -0.319 1.205
O -2.137 -2.718 -1.354 0.343 0.850 -1.003
O -2.517 -1.190 2.332 0.105 2.092 -0.111
O 0.956 0.433 1.046 0.702 0.004 -2.198
O -0.551 3.686 -1.511 0.150 -1.420 0.867
O -2.651 2.979 0.374 2.051 -1.534 -1.066
O -3.898 1.015 0.379 2.006 -1.115 -1.497
N 0.436 -3.722 1.350 0.421 0.919 0.392
N 0.260 2.525 0.374 0.895 0.373 -0.712
N -1.265 -0.836 -0.294 -0.723 0.924 -0.799
N 2.820 1.490 5.479 0.194 -0.147 0.019
C -2.712 -3.855 -4.959 1.989 0.520 0.495
C 1.925 1.394 -2.116 0.073 -0.428 -0.130
C 1.512 4.517 -0.690 -0.506 0.380 1.246
C -3.032 1.847 -1.988 -0.421 -0.539 -1.342
C 0.255 1.113 -0.012 -2.295 -0.775 1.142
C 0.265 3.523 -0.625 1.452 1.777 -1.194
C -2.944 -3.531 -3.544 1.498 0.134 -1.127
C 1.871 -1.848 0.383 -0.147 0.514 1.862
C 2.111 -0.292 0.714 1.194 -1.622 1.034
C 4.935 0.045 6.081 -0.459 0.312 -0.124
C -0.347 -3.061 -4.771 -1.884 -0.719 0.245
C -2.316 1.527 3.070 -0.602 0.473 0.871
C -2.377 -1.287 -1.104 -0.478 -1.589 -0.529
C -0.580 -2.738 -3.347 -0.940 -0.523 -1.019
C -1.870 -2.959 -2.692 -0.038 -1.328 -3.354
C -1.394 -3.650 -5.613 -0.711 0.918 3.356
C 3.743 0.860 5.744 0.407 -0.272 0.131
C -1.289 0.534 0.247 1.289 -0.671 0.203
C 0.658 0.722 -1.461 0.436 0.173 -1.445
C 1.358 -2.581 1.720 -0.842 -0.967 -1.007
C 0.864 2.876 1.665 0.693 1.372 0.990
H 2.491 3.977 -0.725 -0.875 0.390 -0.017
H 0.649 -2.907 -5.260 -0.979 -0.006 0.892
H 1.981 2.704 1.731 -1.205 -0.156 -0.045
H 0.824 -0.376 -1.637 -0.549 1.146 0.888
H -3.902 1.175 -2.231 0.930 0.457 0.514
H -3.503 -4.308 -5.610 0.593 0.537 1.038
H 2.858 0.154 0.010 -1.146 0.080 0.232
H -0.517 -3.415 1.546 0.159 -0.460 -0.493
H 1.060 -2.014 -0.366 0.949 0.329 0.272
H 0.564 -3.996 0.377 -0.402 0.069 0.330
H 5.774 0.698 6.320 -0.074 -0.003 -0.024
H 2.441 0.471 3.227 0.070 -0.450 -1.124
H -3.963 -3.752 -3.133 1.221 0.350 -0.217
H 2.193 -3.053 2.295 -0.621 0.924 -0.395
H 2.853 -2.320 0.098 -1.018 0.572 -0.073
H 0.347 2.426 2.560 0.590 0.087 -1.194
H -3.438 1.537 3.000 1.042 0.103 -0.318
H 1.533 5.158 0.241 0.081 -0.653 -0.961
H -3.352 -0.846 2.703 0.090 -0.387 -0.509
H 5.203 -0.585 5.234 -0.060 0.056 0.014
H 1.394 5.219 -1.552 0.024 -0.943 0.650
H -0.210 0.975 -2.140 0.962 -0.125 0.742
H -3.387 2.894 -2.195 0.731 -0.928 0.757
H 0.719 -1.897 2.348 1.134 -0.468 -0.482
H -0.910 -1.533 0.360 -0.581 0.187 -0.048
H 2.538 1.993 -1.389 -0.781 -0.117 -0.846
H -3.396 -1.266 -0.628 1.007 0.359 -0.309
H 0.281 -2.318 -2.779 -0.864 -0.383 -0.353
H -2.377 -0.824 -2.137 -0.099 0.073 1.339
H -1.211 -3.923 -6.677 -0.226 0.308 1.107
H 4.718 -0.587 6.942 -0.029 0.051 -0.051
H -2.079 1.392 4.171 -0.059 -0.120 -1.201
H 0.742 3.989 1.822 -0.073 -1.221 -0.321
H 2.629 0.619 -2.539 -0.853 0.662 0.451
H -1.908 2.540 2.797 -0.514 -1.098 -0.037
H -2.207 1.592 -2.696 -0.458 0.337 0.801
```
Positions in Å, forces in eV/Å.

Löwdin population analysis, charges in e, atoms 1 to 8: atom 1 (S): 0.680, atom 2 (S): 0.752, atom 3 (P): 1.017, atom 4 (F): -0.069, atom 5 (O): -0.079, atom 6 (O): -0.307, atom 7 (O): -0.249, atom 8 (O): 0.079


Below is a structure of composition C5H9NO, with properties calculated with ωB97M-V with the def2-TZVPD basis set.

## Properties
- DFT total energy: -325.8064 hartree

```
16
Properties=species:S:1:pos:R:3:forces:R:3
O -1.153 1.849 -0.423 0.340 0.289 -0.170
N -0.200 -1.277 -0.153 -0.052 -0.151 0.139
C -1.091 -0.645 -1.207 -0.265 0.003 -0.271
C -0.699 0.547 -0.323 -0.033 -0.049 -0.024
C 0.727 -0.092 -0.385 0.301 0.095 0.007
C -0.967 -0.371 0.842 -0.122 -0.028 0.312
C 1.831 0.036 0.649 -0.043 0.078 0.085
H 2.186 1.065 0.752 -0.030 -0.051 -0.020
H 2.686 -0.581 0.347 -0.175 0.122 -0.016
H 1.514 -0.330 1.627 0.069 0.147 -0.070
H -2.019 -0.625 1.013 0.252 -0.268 -0.104
H -0.703 2.358 0.266 -0.159 0.042 -0.151
H 1.162 -0.086 -1.394 -0.172 -0.128 0.167
H -2.110 -1.039 -1.173 0.039 0.288 0.062
H -0.477 -0.118 1.788 0.042 -0.385 -0.199
H -0.686 -0.690 -2.226 0.007 -0.003 0.254
```
Positions in Å, forces in eV/Å.

natural (NBO) population analysis, charges in e, atoms 1 to 8: atom 1 (O): -0.693, atom 2 (N): -0.350, atom 3 (C): -0.247, atom 4 (C): 0.211, atom 5 (C): -0.089, atom 6 (C): -0.277, atom 7 (C): -0.636, atom 8 (H): 0.213


Values for energy relative to the best compared isomer or geometry (same formula, charge and spin), kJ/mol, ordered as above
115.49, 362.97, 344.26